{"formula": "C42H35ClN7OPSSc", "method": "ωB97M-V/def2-TZVPD", "charge": 1, "lumo_ev": -3.04, "mol_weight_g_mol": 797.24, "species": ["Sc", "C", "C", "N", "N", "C", "N", "S", "C", "C", "C", "C", "C", "N", "H", "H", "H", "H", "H", "H", "H", "H", "H", "Cl", "C", "C", "C", "C", "O", "C", "C", "N", "C", "C", "C", "C", "C", "C", "C", "C", "N", "C", "C", "H", "H", "H", "H", "H", "H", "H", "H", "H", "H", "N", "C", "C", "C", "C", "C", "C", "P", "C", "C", "C", "C", "C", "C", "C", "C", "C", "C", "C", "C", "H", "H", "H", "H", "H", "H", "H", "H", "H", "H", "H", "H", "H", "H", "H", "H"], "xyz": [[0.11250, 1.00929, -1.35963], [-2.83279, 4.01343, -2.54073], [-1.63240, 3.39257, -1.91493], [-0.85737, 2.60390, -2.58603], [-1.12247, 2.57486, -3.93022], [-0.80517, 1.44698, -4.55060], [-0.87652, 1.54007, -5.90475], [-0.39664, -0.07473, -3.87628], [-1.20283, 3.71863, -0.53672], [-1.80276, 4.72689, 0.20553], [-1.28951, 5.04540, 1.45194], [-0.19691, 4.34449, 1.92997], [0.32684, 3.33732, 1.14181], [-0.15381, 3.02802, -0.06142], [-3.35061, 3.25840, -3.12977], [-2.54051, 4.79961, -3.24118], [-3.51456, 4.42704, -1.80209], [-1.32133, 2.35877, -6.28629], [-0.91564, 0.68692, -6.43335], [-2.64432, 5.26974, -0.19505], [-1.73888, 5.83552, 2.03939], [0.23848, 4.55488, 2.89618], [1.15599, 2.74184, 1.49796], [-4.48737, -3.17755, 3.27262], [-3.46304, -2.59866, 1.98110], [-3.93713, -1.67472, 1.15609], [-3.25733, -0.97321, 0.07078], [-1.96240, -0.86023, -0.23671], [-1.54465, 0.08016, -1.10011], [-0.75600, -1.53914, 0.43318], [0.26073, -1.90829, -0.63908], [1.12140, -1.07074, -1.05244], [2.15868, -1.42595, -1.95874], [2.72201, -2.66956, -2.01500], [3.75664, -2.94540, -2.93526], [4.21253, -1.97188, -3.77534], [3.67104, -0.66528, -3.71271], [4.08513, 0.38118, -4.57472], [3.51399, 1.61152, -4.46832], [2.53067, 1.81353, -3.47909], [2.12568, 0.87461, -2.66138], [2.66426, -0.37974, -2.77876], [-2.17355, -3.32148, 1.91473], [-4.95679, -1.35480, 1.33112], [-3.88965, -0.31495, -0.51511], [0.21997, -2.93037, -1.02368], [2.37674, -3.44519, -1.34142], [4.18377, -3.93822, -2.96910], [4.99570, -2.18115, -4.49331], [4.84739, 0.18371, -5.31884], [3.79014, 2.42803, -5.12008], [2.05740, 2.78491, -3.37487], [-1.95979, -3.92226, 2.78952], [2.40610, 1.15777, 0.15559], [2.56213, 0.62012, 1.49461], [3.78311, 0.78000, 2.14360], [3.97552, 0.28448, 3.41968], [2.93880, -0.37977, 4.05997], [1.72226, -0.53417, 3.42063], [1.50211, -0.04959, 2.12475], [-0.11076, 0.04786, 1.26669], [-1.39465, 0.28720, 2.53180], [-2.26332, 1.36389, 2.35891], [-3.31788, 1.57341, 3.23681], [-3.51707, 0.70651, 4.30156], [-2.67445, -0.38268, 4.47241], [-1.63023, -0.59669, 3.58670], [-0.93261, -2.83571, 1.21766], [0.35242, -3.33653, 1.77453], [0.67132, -4.63497, 1.83125], [-0.14479, -5.66289, 1.19499], [-1.26283, -5.32719, 0.54544], [-1.80936, -3.96442, 0.60227], [2.93383, 0.57363, -0.48442], [2.84674, 2.07298, 0.10635], [4.58750, 1.29885, 1.63498], [4.92928, 0.41787, 3.91366], [3.07415, -0.76964, 5.06013], [0.93084, -1.03555, 3.95054], [-2.13348, 2.02942, 1.51352], [-3.98884, 2.40891, 3.08231], [-4.34107, 0.86421, 4.98550], [-2.84945, -1.08702, 5.27489], [-1.03895, -1.49461, 3.69885], [1.06667, -2.60250, 2.12080], [1.61342, -4.92613, 2.28005], [0.22212, -6.68026, 1.16888], [-1.78970, -6.05610, -0.05835], [-2.46386, -3.65939, -0.20635]], "atomic_forces_ev_per_a": [[0.96, 0.12, 0.30], [-0.02, 0.13, 0.04], [0.20, 0.20, 0.00], [-0.37, 0.13, -0.55], [0.28, -0.33, 0.25], [-0.17, 0.22, -0.18], [-0.01, -0.10, 0.01], [0.06, 0.24, 0.22], [-0.07, -0.05, -0.18], [-0.03, 0.08, 0.10], [-0.07, 0.05, -0.03], [0.04, -0.02, 0.04], [-0.01, -0.02, -0.02], [-0.01, -0.19, -0.23], [0.00, -0.01, -0.01], [0.00, 0.00, 0.02], [0.00, -0.02, -0.03], [0.00, 0.00, -0.01], [0.01, 0.01, -0.01], [0.00, 0.01, 0.03], [0.01, -0.01, -0.01], [-0.01, 0.01, 0.00], [-0.02, 0.00, 0.01], [0.03, 0.00, -0.06], [0.15, -0.25, 0.11], [0.01, 0.26, -0.28], [-0.41, -0.10, 0.21], [0.51, 0.29, -0.19], [-0.81, -0.69, 0.45], [0.16, -0.17, -0.10], [-0.13, -0.02, 0.09], [0.03, 0.05, -0.45], [-0.20, 0.16, 0.18], [0.09, -0.15, -0.05], [-0.07, 0.00, 0.08], [0.01, 0.05, -0.01], [0.11, -0.02, -0.13], [0.05, -0.09, -0.01], [-0.07, 0.04, 0.04], [0.10, 0.09, 0.01], [-0.11, -0.03, 0.07], [-0.11, 0.12, 0.00], [-0.12, 0.09, 0.08], [0.01, 0.02, -0.04], [-0.02, -0.01, 0.03], [0.05, -0.04, 0.10], [0.03, -0.01, -0.02], [-0.01, 0.00, 0.00], [-0.01, 0.00, 0.01], [-0.01, -0.01, 0.02], [0.00, -0.01, 0.01], [0.00, -0.01, -0.01], [0.01, 0.03, 0.03], [-0.10, 0.09, 0.06], [0.02, -0.05, -0.09], [-0.02, 0.00, 0.02], [0.02, 0.01, 0.02], [-0.01, 0.00, -0.01], [0.03, 0.04, -0.08], [0.10, 0.03, 0.05], [-0.09, -0.10, 0.18], [-0.01, -0.02, 0.07], [0.03, 0.06, 0.03], [0.03, -0.02, 0.00], [0.00, 0.00, -0.02], [0.02, 0.04, -0.01], [-0.04, -0.01, 0.01], [0.08, -0.10, -0.02], [-0.17, 0.12, -0.04], [-0.07, -0.23, -0.06], [0.20, 0.11, 0.13], [-0.15, 0.14, -0.08], [0.09, -0.13, -0.09], [-0.04, 0.00, -0.02], [0.04, -0.02, 0.01], [-0.01, -0.01, -0.01], [-0.02, -0.01, -0.01], [-0.01, 0.01, -0.01], [-0.13, -0.04, 0.03], [0.01, 0.00, 0.00], [0.01, -0.01, 0.00], [0.01, 0.01, -0.01], [0.00, 0.01, 0.00], [0.09, 0.00, 0.01], [0.02, 0.03, 0.00], [-0.01, -0.02, -0.02], [0.01, 0.02, 0.01], [-0.01, 0.02, 0.02], [0.03, -0.01, -0.02]], "nbo_charge": [1.514, -0.675, 0.252, -0.328, -0.451, 0.292, -0.786, -0.283, 0.179, -0.229, -0.130, -0.240, 0.080, -0.501, 0.261, 0.255, 0.216, 0.400, 0.404, 0.237, 0.236, 0.239, 0.208, 0.000, -0.006, -0.202, -0.356, 0.423, -0.843, -0.404, 0.278, -0.533, 0.090, -0.189, -0.193, -0.155, -0.107, -0.093, -0.255, 0.105, -0.525, 0.232, -0.279, 0.228, 0.236, 0.208, 0.231, 0.233, 0.227, 0.230, 0.240, 0.214, 0.253, -0.849, 0.149, -0.229, -0.170, -0.227, -0.111, -0.407, 0.927, -0.392, -0.178, -0.213, -0.182, -0.211, -0.128, -0.068, -0.212, -0.195, -0.252, -0.148, -0.242, 0.398, 0.386, 0.220, 0.229, 0.229, 0.213, 0.215, 0.220, 0.225, 0.227, 0.198, 0.218, 0.221, 0.226, 0.227, 0.246]}